Density functional theory data (the ωB97M-V functional and the def2-TZVPD basis) for C22H32BN8OsS3 as an isolated structure in a non-equilibrium geometry.

Values from the calculation:
Gap between HOMO and LUMO (spin up / spin down) ... 0.2923 / 0.1455 hartree
E_LUMO (spin up / spin down) ... -11.6556 / -15.6211 eV
Total charge ... +4
Multiplicity ... 6
⟨S²⟩ ... 8.7773
Energy ... -2604.12301 Ha
HOMO energy (spin up / spin down) ... -19.609 / -19.580 eV

Last column: Mulliken charge in e.
Element x y z (Å)
C 3.9201 0.2775 -0.8780  -1.3204
N 0.0101 -2.3509 3.0563  0.8500
H 4.9265 -0.1279 -0.7926  0.4378
C -1.9780 3.1170 1.0946  -1.1990
N -0.9541 -0.2208 1.9846  0.9971
H -3.2784 1.3650 -2.9904  0.4846
C -2.0716 3.0627 -3.6582  -0.7668
H 0.0975 4.7682 -3.2989  0.5806
H 4.6469 -1.1012 1.5489  0.4952
C 3.6011 -0.9488 1.3222  -1.4331
S -1.5293 3.5564 -2.0231  0.5048
C -0.9403 -2.6690 -1.5592  0.6898
N 1.3871 -1.0553 1.4157  1.2359
C 0.3033 -4.0517 4.5071  -0.9294
N -0.3974 -1.7617 -0.6982  -0.5985
H -1.3292 3.3208 -4.4093  0.4245
H -0.2235 5.4903 -1.7307  0.5240
H 0.6775 2.9074 -4.0913  0.2574
N -0.9014 0.8411 1.0951  -0.8263
H 0.9028 -0.1549 -4.0852  0.3680
C 3.0888 -0.3002 0.2175  0.6526
H 2.1025 1.9032 -4.2542  0.6358
H 2.0936 4.3689 -1.9471  0.5328
C -0.6987 -2.7057 -3.0317  -1.4343
S -1.1265 0.3979 -3.0712  0.0153
H 1.5277 -2.0835 6.7163  0.3317
C 0.2976 0.7507 -4.1388  -0.9485
H -0.4619 -3.7290 -3.3133  0.4967
C -1.4129 -3.3187 0.4936  0.0181
C -2.4178 1.5761 -3.6265  -0.9306
H 3.5449 0.0245 -1.8688  0.2973
C -1.9171 -0.0538 2.9010  0.0914
H -2.1243 -0.7812 3.6719  0.5603
H 0.1423 -2.0824 -3.3295  0.2249
C -0.0372 4.5433 -2.2431  -0.9588
C -1.8027 1.7237 1.5576  0.6603
H 1.1744 3.9237 -0.5157  0.4927
H -2.6591 1.2273 -4.6324  0.5589
H -1.0467 3.5281 0.7098  0.1525
H 0.0627 -4.4558 2.3677  0.7739
H 4.0045 1.3603 -0.7906  0.2702
C 0.3219 -2.7672 5.1440  0.6192
N 1.7147 -0.3356 0.2872  -0.6381
S 1.4659 2.0979 -1.9803  0.1180
H -2.9753 3.6388 -3.8771  0.5663
N -0.6404 -2.2253 0.5726  0.6588
H -2.7639 3.1945 0.3335  0.2188
H -3.2737 1.6511 3.2613  0.4989
C -2.4929 1.1726 2.6824  -1.3663
C 2.5173 -1.4040 2.0395  0.0707
H -2.1291 -4.4995 -1.2262  0.5418
H -0.0666 0.8291 -5.1662  0.6517
H -1.5850 -2.4240 -3.5983  0.3379
C 0.1152 -3.7799 3.2128  -0.4518
B -0.0588 -1.4683 1.7669  -0.1217
C 1.1286 1.9739 -3.7700  -0.8721
C 0.4952 -2.4498 6.5451  -1.1805
C -1.6044 -3.6424 -0.8288  -1.5172
H 0.4085 -5.0184 4.9860  0.5259
C 1.1869 3.8718 -1.6028  -0.8056
H -1.7716 -3.8301 1.3779  0.8534
H -2.3042 3.7303 1.9351  0.4740
H 0.3510 -3.3124 7.1872  0.4003
H 2.5185 -1.9876 2.9476  0.4888
N 0.1586 -1.7420 4.1812  -0.8060
Os 0.2010 0.2415 -0.9349  1.0791
H -0.1218 -1.5966 6.8423  0.3864

Cartesian forces, eV/Å:
-0.117 0.055 0.039
-0.003 -0.191 -0.312
-0.027 -0.018 -0.009
-0.405 0.153 -0.335
0.745 -0.874 -0.353
-0.021 0.015 -0.007
0.184 -0.179 -0.046
-0.017 -0.017 -0.035
-0.136 0.043 -0.001
0.287 0.045 -0.119
0.034 0.143 -0.119
0.071 -0.146 -0.137
0.272 0.103 0.053
0.018 0.458 0.496
0.010 0.462 0.182
0.007 0.031 -0.005
-0.050 0.105 0.085
0.009 -0.040 -0.058
0.244 -0.718 0.212
0.005 -0.008 -0.039
-0.007 -0.048 0.000
0.014 0.023 -0.052
-0.041 0.167 -0.005
-0.117 0.088 0.075
0.197 0.042 0.107
-0.064 -0.087 -0.111
-0.104 0.117 -0.020
0.065 -0.076 -0.006
0.207 0.098 0.227
0.052 -0.109 0.236
-0.033 -0.017 -0.019
0.006 0.597 -0.287
0.067 0.078 -0.134
0.040 -0.021 0.021
0.148 -0.079 -0.055
-0.890 -0.608 1.407
-0.052 0.025 0.047
-0.077 0.098 -0.018
0.108 0.077 0.002
0.045 0.234 0.091
-0.006 0.020 -0.007
0.065 -0.024 0.081
-0.146 -0.053 0.027
-0.297 -0.187 0.188
-0.145 0.123 0.011
-0.224 -0.373 -0.181
0.110 0.002 0.208
0.189 -0.065 -0.122
0.388 0.746 -0.867
-0.168 -0.136 0.033
0.053 0.088 0.059
0.064 -0.006 -0.015
-0.018 0.016 0.003
-0.026 0.147 -0.750
-0.476 0.760 -0.087
0.073 -0.071 -0.025
0.171 0.309 0.156
-0.121 -0.092 -0.335
-0.010 0.191 -0.084
-0.065 -0.171 0.042
0.017 0.123 -0.142
0.111 0.005 -0.061
-0.061 -0.041 0.044
-0.061 0.097 -0.047
-0.010 -0.826 0.390
0.001 -0.544 0.478
-0.080 -0.061 0.002

---

Density functional theory data (the ωB97M-V functional and the def2-TZVPD basis) for a 2-piece molecular cluster, C2H3N3O overall.

Values from the calculation:
Gap between HOMO and LUMO ... 0.3313 hartree
E_LUMO ... 0.2316 eV
Energy ... -317.35856 Ha
HOMO energy ... -8.783 eV

Last column: Mulliken charge in e.
Element x y z (Å)
N -0.6195 -0.4399 -1.5201  -0.4675
C -0.2405 0.6527 -1.7007  0.1810
N 0.1396 0.3035 0.9441  0.0721
C -0.4732 -0.7351 0.6519  0.3168
H 0.5963 -2.2101 1.1514  0.3176
H 0.5572 2.1201 0.8635  0.2073
O -0.3359 -1.9965 0.9742  -0.3885
H 0.0393 1.5756 -2.1628  0.2817
N 0.5981 1.2839 0.2751  -0.5204

Cartesian forces, eV/Å:
0.338 0.930 -0.102
-0.292 -0.832 0.103
-0.268 -0.345 -0.225
0.301 0.393 0.120
-0.116 0.010 -0.006
0.044 -0.083 -0.044
0.110 0.065 -0.047
-0.053 -0.138 0.039
-0.064 0.000 0.161

---

Density functional theory data (the ωB97M-V functional and the def2-TZVPD basis) for C24H44HgO40PS8 as an isolated structure in a non-equilibrium geometry.

Values from the calculation:
Gap between HOMO and LUMO ... 0.2379 hartree
E_LUMO ... -1.5947 eV
Total charge ... -1
Energy ... -7630.59850 Ha
HOMO energy ... -8.068 eV

Last column: Mulliken charge in e.
Element x y z (Å)
C 2.3115 -0.9090 -4.2778  1.1546
H 4.5091 1.9313 0.4556  0.0809
H -4.0788 -2.0563 1.2484  -0.0121
H 0.3306 -4.3364 2.2842  0.1678
O -5.3310 -0.5670 -1.2769  -0.3654
C -0.6196 -4.6358 1.8420  0.0566
H 3.6194 0.8869 -1.9499  -0.2761
O -5.8796 -1.4165 0.8554  -0.4359
H -2.5088 3.5652 -0.0483  0.0280
O 3.3395 -5.4543 -0.8402  -0.6104
H 2.2726 -2.6491 -5.6845  0.4104
O 3.5196 4.5957 4.2202  -0.3192
O 5.3419 0.0042 0.6398  -0.3421
H 2.2486 0.0614 2.3744  -0.2048
H -0.3285 -5.0653 0.8834  0.2375
S -4.9084 5.1865 0.0656  0.9796
O 2.9886 -1.1949 6.6160  -0.5989
H -1.0137 0.8980 3.7353  0.0640
O 2.5839 1.1313 5.7676  -0.4871
C -3.3359 3.4236 -0.7440  0.9163
O -3.3950 -6.7231 2.6114  -0.5240
H -2.0955 1.4500 1.7635  -0.4892
S -2.1916 3.5926 4.4820  1.0464
C 4.5693 0.7764 -1.4269  0.0182
O -5.3788 3.6614 0.4856  -0.2827
H 2.9389 -1.6358 2.2857  0.1744
C -1.7089 2.2973 2.3299  0.8055
O -1.9498 5.0000 4.2985  -0.5432
C 2.0553 -2.6000 -0.4160  1.1567
O -2.6430 -5.1560 4.5058  -0.5321
H -3.0262 2.8461 -1.6150  -0.2229
O 1.3429 -4.2771 -1.9270  -0.5028
O -1.0117 1.4109 -0.5195  -1.0464
H -1.6115 1.2449 -4.2675  0.2555
O -7.7711 -1.2480 -0.8424  -0.5666
O 4.4143 3.4017 2.3319  -0.2685
C 2.5276 -0.8446 2.9125  0.5760
C -0.7337 1.8597 3.3054  0.8626
C 3.0586 3.6120 2.1530  0.3073
O -2.2980 -1.7202 -4.5832  -0.4512
O -0.5749 -0.8528 0.8227  0.0616
C -1.7386 -3.5630 1.8384  0.4236
H -4.1794 1.9977 0.5856  -0.2091
H 2.0405 -1.5163 -0.3001  -1.1512
O -0.7131 2.7882 4.3511  -0.3396
O 3.4662 -4.6477 -3.2224  -0.5703
C 1.6804 0.4613 -4.6006  0.3702
C 2.5278 4.5425 3.2458  0.0096
H 2.6715 2.6166 2.3707  -0.2228
C 5.6643 -0.9024 -0.2787  0.2289
O -5.9723 6.0051 -0.4041  -0.5701
H 2.2422 5.5566 2.9663  0.3018
H 2.1706 -3.0108 0.5870  -0.0174
O -2.7827 2.8069 3.1227  -0.3852
H 3.3167 -0.8078 -3.8686  -0.0021
O -1.0886 -5.7477 2.5374  -0.4749
S 2.9686 -4.4776 -1.8621  1.2582
O 3.1786 -2.9861 -1.1091  -0.2053
C 2.3238 -1.5606 -5.6592  -0.8812
O 3.3737 -0.6858 4.0450  -0.4740
O 6.3914 -1.8711 0.0213  -0.6987
O -4.5138 -1.6842 -5.7948  -0.5565
H 1.6254 4.0861 3.6524  0.0821
H -1.9079 -2.8286 1.0509  -0.2331
O 0.5505 -0.0553 -1.5067  0.8923
S -6.6435 -0.5280 -0.2364  0.9304
S 4.9905 4.4109 3.4988  1.0113
H 0.3513 -1.6010 -6.1381  0.1199
C -4.4602 -1.1425 0.7926  0.4596
H -4.3272 -0.2951 1.4651  0.1255
S 2.5686 -0.3129 5.4721  1.0441
O -2.8576 -4.3082 2.0219  -0.4035
P -0.0186 0.2739 -0.0863  0.7589
H 0.3730 -0.7293 3.0381  -0.8142
H 6.0050 -0.4564 -2.3674  0.5288
C 0.8825 -3.1934 -1.1969  1.4798
O 0.9617 0.3504 -5.7696  -0.3933
H -0.5716 -0.9449 -3.6420  -1.1081
H -1.9228 -1.3849 -2.6676  -0.3732
Hg 0.6785 2.1420 -1.5831  0.2436
S -2.6502 -5.5726 3.0883  1.0638
O 1.5548 1.4059 -3.8492  -0.6040
C 1.1521 -0.9139 -6.4114  -0.2800
O 1.0921 1.1660 0.4202  -1.3581
H 3.3611 0.6883 0.3859  -0.1735
O -3.9249 4.6011 -1.1540  -0.4666
H 4.5989 -1.3744 -2.0650  -0.2289
O -3.4010 0.2861 -4.6510  -0.3748
H 2.7164 3.7408 1.1261  0.2138
H -3.3381 -0.3248 -0.7875  -0.6644
H 1.6916 -1.5280 -3.6293  -0.7501
H 0.0333 -3.3401 -0.5295  -0.7352
C -4.5893 2.7058 -0.1346  0.0067
O 5.9181 3.6520 4.3738  -0.5263
H -1.5577 -2.8958 2.6812  0.2233
C 5.1784 -0.5436 -1.6623  0.0409
S -3.2443 -0.9656 -5.6913  1.0929
H -2.5956 0.8051 -2.8491  -0.7212
O -4.1267 5.8095 1.1251  -0.5178
H 3.2410 -1.2740 -6.1737  0.3114
O -2.9699 3.1569 5.6695  -0.5856
H -5.2427 2.2266 -0.8636  0.4366
H 1.1144 -2.3621 3.6012  0.1128
C -1.6612 -0.9269 -3.6214  1.6307
H 0.2712 1.7126 2.9096  -0.5533
C 1.1754 -1.2759 3.5337  1.0682
C -2.2713 0.4894 -3.8407  1.0063
H -3.7763 -1.9042 -1.2005  0.3081
O 1.1083 -0.7238 4.8039  -0.3660
H -1.3465 3.0887 1.6737  -0.0636
O -6.8101 0.8597 0.2806  -0.4759
H 1.3446 -0.7470 -7.4712  0.4586
H 5.2489 1.5524 -1.7792  0.4219
C 4.3732 0.9256 0.0579  0.3879
O 5.4815 5.6164 2.8182  -0.5732
C -4.1501 -1.0392 -0.6526  0.6537
H 0.5532 -2.4827 -1.9549  -0.3437
O -2.4365 -0.5865 -6.8038  -0.5384

Cartesian forces, eV/Å:
0.329 0.146 -1.293
0.676 -0.118 -0.155
0.489 0.307 0.048
-0.228 0.472 0.289
-1.824 0.588 0.158
1.360 0.493 -1.474
-0.104 0.207 -0.070
-1.417 0.150 -0.563
-0.144 0.014 0.003
-0.742 1.517 -2.041
-0.069 0.108 0.237
2.615 -0.088 0.383
-0.975 0.632 -0.142
1.046 0.333 -0.134
-0.320 0.455 -0.500
1.541 -0.101 1.408
-1.322 2.134 -4.083
-0.221 -0.189 -0.008
-0.174 -3.100 -1.228
-1.407 -1.781 0.296
0.876 2.180 1.070
0.037 0.260 -0.154
-0.448 -1.802 1.018
-1.227 1.736 -0.878
-0.299 2.836 0.613
0.151 0.340 0.021
-1.081 0.584 -1.129
-0.216 -1.583 -0.157
-0.891 -0.231 1.248
-0.242 -0.816 -3.601
0.217 0.271 0.040
1.576 -2.197 -0.507
-3.350 0.785 0.195
0.181 -0.272 -0.163
2.695 1.630 1.546
2.298 1.443 0.892
-1.622 -0.303 0.846
1.463 -2.043 1.021
-2.066 -1.968 0.210
-0.466 -1.676 -2.173
0.841 1.781 -1.591
2.236 0.948 1.038
-0.574 -0.151 0.216
-0.179 -0.047 -0.520
-1.265 2.175 1.201
-0.820 1.145 2.493
-1.908 -1.574 0.667
-1.429 0.363 -0.916
-0.552 -0.084 0.068
3.460 -3.416 0.827
0.084 -1.121 -0.787
0.296 0.035 -0.451
-0.458 -0.280 0.227
-0.367 1.379 1.797
-0.244 0.025 0.192
-2.092 -0.935 2.058
-0.241 -0.574 1.780
2.328 -1.571 -3.082
1.101 0.375 -0.896
0.263 0.681 1.791
-2.157 2.455 -0.918
2.852 1.717 -0.097
0.160 0.010 0.373
0.526 -0.696 -0.676
-0.019 -2.528 -0.778
-0.419 1.280 -0.446
2.359 -0.874 0.226
-0.854 0.602 -0.797
-0.931 -1.592 1.803
0.611 0.248 -0.527
0.591 0.015 1.502
-3.497 -2.204 1.489
-1.301 -2.376 0.007
-0.137 -1.058 -0.649
0.336 -0.188 0.340
-0.713 2.625 0.300
0.780 1.120 1.132
-0.056 0.021 -0.523
-0.130 0.396 0.172
0.684 0.695 -1.273
1.517 0.171 -0.151
0.383 0.293 -0.916
0.728 -1.010 1.330
2.903 1.092 2.987
-0.014 -0.575 -0.064
-1.165 3.290 0.166
-0.476 0.255 0.308
-1.380 -0.063 -1.469
0.519 0.911 -0.086
-0.054 0.487 -0.008
-0.166 0.666 0.454
0.119 -0.744 -0.142
1.864 -1.282 -0.353
-2.912 2.188 -2.217
-0.019 0.000 0.447
0.861 -1.074 0.008
-0.401 -0.477 3.133
-0.237 0.411 -0.217
-0.528 -1.667 -1.521
0.234 -0.101 0.032
2.105 0.864 -3.332
0.567 -0.167 -0.189
-0.450 -0.006 -0.135
-0.113 0.765 0.260
0.049 0.403 -0.125
0.246 -0.033 -1.073
0.579 -0.554 1.197
-0.554 -0.606 0.492
1.398 1.044 2.996
0.054 -0.093 -0.097
0.267 -3.679 -1.443
-0.417 -0.181 0.181
-0.081 0.095 -0.074
-0.263 -0.034 0.761
-1.411 -1.997 1.633
1.116 1.097 -0.937
-0.087 0.385 0.271
-0.640 -0.248 0.036

---

Density functional theory data (the ωB97M-V functional and the def2-TZVPD basis) for C23H23NO5SSbSe4TeV as an isolated structure in a non-equilibrium geometry.

Values from the calculation:
Gap between HOMO and LUMO (spin up / spin down) ... 0.2200 / 0.2099 hartree
E_LUMO (spin up / spin down) ... 1.2201 / 0.9202 eV
Total charge ... -1
Multiplicity ... 4
⟨S²⟩ ... 3.7993
Energy ... -12777.27070 Ha
HOMO energy (spin up / spin down) ... -4.767 / -4.791 eV

Last column: Mulliken charge in e.
Element x y z (Å)
C 2.1039 -0.4387 -3.6299  -1.7872
O 3.2889 3.2368 3.4203  -0.7352
H -1.6292 3.2494 0.6347  0.5799
Se 5.8575 -2.6555 -2.7511  -0.4770
C -4.6042 2.6318 2.1392  -0.4555
C 0.3241 -0.8660 0.9434  1.1119
C -1.9324 -1.4588 -2.7475  -0.8725
N 0.4243 2.6707 2.1044  -0.0663
Sb 5.9501 -0.2479 -2.2006  0.6911
S 2.0729 2.7339 2.8188  1.6297
H -1.4675 -1.1889 3.8242  0.4667
H 2.2223 -3.5493 -0.0321  0.4648
H -4.8829 2.3940 4.2544  0.4031
H -0.2227 -3.3507 3.8669  0.3780
C 2.0882 -2.4678 -0.0334  -1.3656
C -1.2536 -2.0888 -3.7737  0.6191
O -0.1351 3.0835 4.2710  -0.1782
H 2.8742 -1.1889 -3.4415  0.2640
H -2.1302 -0.2244 0.1369  0.2842
C -2.2365 0.1134 -0.8922  -1.4995
H -1.4140 -3.9890 -4.7623  0.3531
H -1.9629 -2.6279 -5.7276  0.3415
H -2.1151 1.1955 -0.9231  0.1968
H -3.2670 -0.0925 -1.1857  0.4392
H 2.4175 0.5094 -3.2195  0.4014
Se 7.8524 0.3956 -0.8924  -0.5799
C -0.5419 -0.5609 1.9987  -0.3982
O 2.2391 1.1492 2.7974  -0.6790
C -0.7746 -1.4487 3.0339  -0.9095
V 2.9222 1.4536 0.9666  0.0129
C -4.1701 2.5507 3.4553  -0.6485
H 2.0550 -0.3045 -4.7122  0.4546
Se 3.6016 0.4683 -1.0059  0.0065
C -3.6952 2.8762 1.1187  -0.6365
C -1.9067 2.8689 2.7206  0.1327
H -2.4689 2.6010 4.7712  0.4737
H 3.0500 -2.0229 0.2151  0.2893
H -2.9970 -1.6305 -2.6303  0.2685
C -2.8209 2.6677 3.7508  -0.5080
C -0.0889 -2.6525 3.0502  -0.7104
H 1.8407 -2.1485 -1.0431  0.0256
Te 0.7499 0.8663 -0.2620  0.5909
H -4.0358 2.9668 0.0954  0.4448
C -0.4556 2.8786 2.9912  0.2531
C 0.0800 -0.3574 -1.9864  -0.1703
C -1.9448 -3.0368 -4.7154  -1.6268
C -2.3467 3.0070 1.4075  -0.0592
H 1.3675 -3.8652 2.0643  0.3978
C -1.3064 -0.5835 -1.8610  0.7285
H -2.9720 -3.2259 -4.4060  0.3454
Se 6.0344 0.1512 -4.6219  -0.4941
C 1.0420 -2.0678 0.9684  0.6684
H -5.6551 2.5098 1.9093  0.3930
H -1.0304 0.4041 2.0281  0.5330
C 0.0717 -1.7443 -3.9573  -0.4729
C 0.7445 -0.8491 -3.1271  1.2498
H 0.6176 -2.1424 -4.8069  0.4770
O 2.5042 3.2782 1.2116  -0.8030
O 1.2645 3.1046 4.3461  -0.3717
C 0.8031 -2.9403 2.0338  -0.8649

Cartesian forces, eV/Å:
-0.087 0.131 -0.159
-0.167 0.482 0.490
0.040 -0.177 -0.023
-0.360 0.351 -0.021
-0.018 -0.017 -0.003
0.104 0.784 0.931
0.008 -0.002 0.090
0.384 0.765 1.239
0.508 0.030 0.395
0.042 -0.118 -0.247
0.025 0.010 0.018
-0.061 -0.007 -0.016
0.000 -0.029 -0.009
-0.024 -0.022 -0.024
-0.079 -0.042 -0.046
-0.001 -0.020 -0.053
-0.032 0.069 0.035
0.036 0.050 0.123
0.074 0.072 0.013
-0.156 -0.047 -0.064
-0.035 -0.018 0.011
-0.020 -0.007 -0.001
0.095 -0.010 0.087
0.019 -0.050 -0.014
0.075 0.030 -0.011
-0.280 0.098 0.031
-0.071 -0.098 0.000
-0.098 1.853 -1.071
-0.007 -0.027 -0.035
1.337 0.230 -0.673
0.011 0.023 0.024
-0.065 -0.122 -0.009
2.053 -0.503 -1.027
0.019 0.020 0.010
0.016 -0.099 0.008
-0.014 -0.065 0.002
0.040 0.006 -0.017
0.000 -0.017 -0.002
0.024 -0.018 -0.039
0.020 0.028 0.037
0.013 0.009 -0.018
-2.557 -1.390 -0.845
-0.011 0.009 0.005
-0.452 -0.089 -0.404
0.118 0.417 -0.283
0.070 0.017 0.000
-0.041 0.110 0.018
-0.033 -0.019 -0.020
-0.115 -0.087 -0.084
0.002 -0.015 0.006
-0.375 -0.084 0.341
0.042 -0.016 -0.151
-0.001 0.038 0.004
-0.066 -0.028 -0.086
-0.027 0.021 0.011
0.068 0.042 0.126
-0.013 -0.001 -0.005
-0.139 -2.361 1.325
0.216 -0.049 0.139
-0.053 -0.039 -0.055